Entry from OMol25: a 3-piece molecular cluster, C2H11N2O2 overall in a non-equilibrium geometry (ωB97M-V/def2-TZVPD).

E_HOMO: -15.004 eV
Electronic energy: -342.558171 Ha
Net charge: +1

```
17
Properties=species:S:1:pos:R:3:forces:R:3
H 0.5975 3.1701 -1.8535 0.0 -0.1 0.0
N -0.6627 -2.1571 -0.4186 0.2 -0.1 -0.2
H -1.1162 -0.2277 2.8790 -0.7 0.0 -0.2
O 1.4565 2.7532 -1.7141 -0.3 0.3 0.0
O 0.7333 0.0048 -1.8234 -0.7 -0.4 -0.1
C -0.2449 0.0631 2.3101 0.1 1.0 1.5
H -0.1174 1.1567 2.5646 0.1 -1.2 -0.9
H -0.1054 -0.2368 -2.2398 0.1 0.0 -0.1
H 0.9998 0.7749 -2.3417 0.6 0.3 0.3
H 2.0220 3.5131 -1.5330 0.2 -0.2 -0.1
H 0.2024 0.0184 0.1494 0.3 0.6 0.4
H -1.1990 -2.9888 -0.6281 0.2 0.1 -0.1
H 0.1545 -1.9111 -1.0106 -0.8 -0.2 0.6
C -0.9830 -1.4430 0.6355 -0.4 1.2 -0.2
N -0.4454 -0.2632 0.8915 0.8 -1.0 0.1
H 0.5243 -0.5436 2.8343 0.1 0.5 -0.9
H -1.8162 -1.6831 1.2986 0.4 -0.8 -0.2
```
Positions in Å, forces in eV/Å.

=====

Entry from OMol25: a 2-piece molecular cluster, C2H11N3 overall in a non-equilibrium geometry (ωB97M-V/def2-TZVPD).

E_HOMO (alpha / beta): 1.493 / -5.194 eV
⟨S²⟩: 0.75
Spin multiplicity: 2
Electronic energy: -246.975027 Ha
Net charge: -1

```
16
Properties=species:S:1:pos:R:3:forces:R:3
C 1.7677 -0.2883 0.0714 0.6 0.3 1.4
H -2.5476 0.6517 -1.3156 -0.5 0.0 0.5
H -3.1087 0.8749 0.4259 0.4 -0.1 -0.5
N -2.4815 -1.0729 -0.0319 -0.5 0.5 0.6
H 2.7048 -0.8165 0.3307 -0.3 0.0 -0.2
N 1.2574 0.4272 1.2782 -0.2 0.0 -0.4
H 1.2462 0.8958 -1.5498 0.1 0.2 0.0
H 2.9007 1.0854 -1.0736 -0.1 0.1 0.1
N 2.0309 0.5965 -0.9991 -0.2 -0.5 -0.8
H -1.3813 0.7921 -0.0697 -0.5 -0.5 0.4
C -2.3914 0.3677 -0.2508 0.9 0.7 -0.6
H -3.4542 -1.2679 -0.2462 0.2 -0.7 -0.1
H 1.0399 -1.0603 -0.1774 -0.1 0.1 -0.2
H -1.8598 -1.6078 -0.6274 0.0 0.1 -0.2
H 2.0225 0.8457 1.7941 0.0 -0.1 0.0
H 0.7100 -0.1647 1.8967 0.2 -0.1 -0.1
```
Positions in Å, forces in eV/Å.

=====

Entry from OMol25: a 3-piece molecular cluster, C2H11N3O2 overall in a non-equilibrium geometry (ωB97M-V/def2-TZVPD).

E_HOMO: -9.059 eV
Electronic energy: -397.506939 Ha
SMILES: [H]/N=C(\N)NC.O.O

```
18
Properties=species:S:1:pos:R:3:forces:R:3
N -0.5761 0.0563 -0.7263 -2.4 -0.6 -1.8
H 1.9100 -0.1483 1.3973 -0.1 -0.9 -0.2
C -1.1675 1.3976 -0.8140 3.2 1.0 1.6
H -1.6300 1.6718 0.1381 0.5 0.2 0.2
O -2.3636 -0.1095 3.3396 -0.9 3.1 0.2
H -0.3153 2.1119 -1.0990 -1.4 -0.7 0.7
H 0.4830 -2.2406 0.8462 0.0 -0.6 -0.6
H -1.1571 -0.6976 -1.1516 0.8 1.2 0.6
H -2.5167 -0.9455 2.9728 -0.5 -1.8 -0.9
C 0.3791 -0.4272 0.0870 2.5 -1.1 1.8
H 1.8107 0.3136 -2.2018 -0.9 0.1 -0.2
O 2.4415 0.7425 -2.7855 1.3 -0.7 1.3
H -3.0608 0.5014 2.9577 1.3 -1.3 0.7
H -1.9493 1.5348 -1.4931 -0.9 -0.7 -1.6
N 0.5274 -1.9071 -0.1200 -1.3 1.1 -0.1
H -0.2355 -2.3569 -0.7474 1.7 1.1 1.8
H 3.2264 0.5029 -2.2272 -0.4 0.7 -1.1
N 1.1261 0.2603 0.9231 -2.5 -0.1 -2.4
```
Positions in Å, forces in eV/Å.

=====

Entry from OMol25: a 3-piece molecular cluster, C2H11N3O2 overall in a non-equilibrium geometry (ωB97M-V/def2-TZVPD).

E_HOMO: -9.082 eV
Electronic energy: -397.515651 Ha
SMILES: [H]/N=C(\N)NC.O.O

```
18
Properties=species:S:1:pos:R:3:forces:R:3
H -5.0480 0.9431 0.2613 0.0 1.3 0.5
H -0.0241 0.0756 2.5172 -0.7 -0.1 -0.4
N 0.0820 0.7769 1.7807 0.6 -0.6 0.8
N -0.4168 -0.8779 0.2113 1.6 0.0 0.4
H -4.4872 -0.3937 0.7783 0.0 0.2 0.2
H 1.4291 1.5975 -0.0383 0.5 -0.1 0.6
H 0.9209 -1.7561 -1.1564 0.0 0.0 0.8
H -1.2389 -0.9162 0.7791 -0.4 -0.6 -0.4
C -0.1410 -1.4842 -1.0753 1.4 0.2 -0.2
N 1.3475 0.5985 -0.2127 -1.1 -0.2 -0.5
O -4.9570 0.0326 0.0598 0.0 -1.5 -0.6
C 0.4063 0.1401 0.5454 0.1 1.3 0.4
H 0.9363 1.2047 2.1364 -0.2 0.5 -0.6
H 4.5794 0.5039 -0.6086 -0.3 0.2 -0.7
H -0.0965 -0.6634 -1.8110 -1.1 -0.7 -0.4
O 3.9596 0.7673 -1.3187 0.9 0.0 0.8
H -0.6106 -2.4506 -1.2192 -0.9 0.5 -0.4
H 3.1630 0.9759 -0.8140 -0.3 -0.4 -0.3
```
Positions in Å, forces in eV/Å.

=====

Entry from OMol25: a 2-piece molecular cluster, C2H11N4P overall in a non-equilibrium geometry (ωB97M-V/def2-TZVPD).

E_HOMO (alpha / beta): -6.554 / -8.920 eV
⟨S²⟩: 2.01
Spin multiplicity: 3
Electronic energy: -643.041954 Ha

```
18
Properties=species:S:1:pos:R:3:forces:R:3
H 2.5133 1.3503 -0.1327 -0.8 0.1 -0.8
H -1.4104 1.2701 1.2195 -0.2 0.1 -0.3
H 2.7727 -2.0781 -0.2876 -0.6 1.1 -0.6
C -1.3712 0.7273 0.2618 -2.4 -1.8 1.0
P 1.3400 -0.3286 -0.9793 0.2 -0.7 0.3
H 0.0316 -0.1428 2.2704 1.4 1.4 0.4
N 0.8300 -0.5512 -2.5623 1.6 0.2 -0.7
H -1.4419 -0.9214 2.4940 0.3 -0.1 -0.2
N -0.9848 -0.6748 0.4678 0.2 0.0 1.6
H 1.2865 -1.2632 -3.1176 0.6 0.1 0.0
H 0.9459 1.8561 -0.4127 0.5 -0.2 -0.3
N 1.7072 1.2964 -0.7951 1.2 0.9 0.9
N 2.5901 -1.0748 -0.4533 1.0 -1.1 0.5
H -0.1011 -0.8122 -2.5440 -2.4 -0.4 0.0
H -0.6950 1.2314 -0.3873 0.2 0.2 -0.8
H -0.0632 -1.8758 2.0519 0.6 -1.0 -0.4
C -0.5156 -0.9378 1.8731 -3.2 0.5 -1.5
H -2.4279 0.6739 -0.2187 1.8 0.4 0.7
```
Positions in Å, forces in eV/Å.

=====

Entry from OMol25: a 2-piece molecular cluster, C2H11N5 overall in a non-equilibrium geometry (ωB97M-V/def2-TZVPD).

E_HOMO: -7.370 eV
Electronic energy: -356.471956 Ha
SMILES: [H]/N=C(\C)NN.NN

```
18
Properties=species:S:1:pos:R:3:forces:R:3
H 0.6820 -1.3733 -0.8632 -2.9 -2.2 0.2
N 1.1021 0.3107 0.0854 0.0 -0.1 0.3
H -1.9611 1.2270 -0.8196 0.1 0.1 0.1
N -0.2626 -2.6367 0.5380 0.4 0.2 1.5
C -0.9588 1.5995 -0.5920 0.3 -0.3 -0.5
H 2.1370 1.9971 0.4703 0.7 -0.4 -0.7
H -0.1600 -1.8891 1.2438 -0.1 -0.1 -0.7
N -0.8132 0.1670 1.3965 0.7 0.5 -1.3
H -0.4175 1.7580 -1.5275 -0.1 0.0 0.1
N 1.9490 1.3686 -0.3124 -1.1 -0.2 -0.1
C -0.2591 0.6095 0.3073 -0.4 0.8 2.0
H -1.0527 2.5597 -0.0773 0.1 -0.1 -0.1
H 1.4558 -0.2440 0.8712 -0.1 0.3 -0.2
H 2.6770 1.0300 -0.9416 -0.1 0.5 0.8
N -0.1212 -2.1344 -0.8012 1.3 0.8 -0.6
H -1.7781 0.5092 1.4584 0.3 -0.3 -0.2
H -1.0194 -1.8810 -1.2183 0.6 0.6 0.3
H -1.1994 -2.9776 0.7822 0.4 0.0 -1.0
```
Positions in Å, forces in eV/Å.

=====

Entry from OMol25: one molecule with the formula C2H11N5 (ωB97M-V/def2-TZVPD).

E_HOMO: -8.397 eV
Electronic energy: -356.493679 Ha
SMILES: C[C@H](N)NN(N)N

```
18
Properties=species:S:1:pos:R:3:forces:R:3
N -0.6089 -0.0516 0.1682 -0.5 0.6 -0.4
N 1.5405 -0.8411 0.8310 0.1 0.0 0.0
H 0.3852 2.8121 -0.8214 -0.1 -0.1 0.1
C 0.5534 -0.8123 -0.2437 0.1 -0.2 -0.3
H -2.2844 1.7342 0.4233 0.2 -0.2 0.0
H -0.8013 1.9069 -1.5435 0.0 0.0 0.2
C 0.1108 -2.2382 -0.5611 0.0 0.4 0.1
N -0.2857 1.3770 0.3362 0.0 -0.3 0.4
H 0.9257 -0.3262 -1.1598 -0.1 -0.1 0.3
H 1.8109 0.1099 1.0538 0.1 0.0 0.0
H -0.7375 -2.2185 -1.2437 0.1 0.0 0.0
H -0.1802 -2.7429 0.3596 0.0 -0.1 0.0
N 0.0244 1.8720 -0.9405 0.1 -0.1 -0.3
N -1.4130 2.0466 0.8627 -0.1 0.1 0.1
H -0.8730 -0.3745 1.0997 0.1 0.2 -0.1
H -1.4672 1.8775 1.8622 0.1 0.0 -0.1
H 2.3714 -1.3419 0.5368 0.0 0.0 0.0
H 0.9287 -2.7891 -1.0195 0.1 -0.1 0.0
```
Positions in Å, forces in eV/Å.

=====

Entry from OMol25: a 3-piece molecular cluster, C2H11NO2S2 overall in a non-equilibrium geometry (ωB97M-V/def2-TZVPD).

E_HOMO: -8.399 eV
Electronic energy: -1084.370065 Ha
SMILES: NCCSS.O.O

```
18
Properties=species:S:1:pos:R:3:forces:R:3
C -1.8090 -0.2736 -1.7160 -0.6 -0.4 -0.4
H 0.3026 -2.1664 2.9820 0.0 -0.6 0.6
O 4.5111 2.1884 2.6263 0.0 0.0 0.0
H 0.7027 0.5516 -1.8325 0.3 -0.3 -0.8
H -0.6420 -2.0599 -1.9655 0.3 -0.1 0.2
H 0.1384 -1.0152 2.1377 -0.4 0.6 0.0
O -0.1993 -1.3524 2.9783 0.4 0.1 -0.6
H -2.4810 1.5434 1.7925 -0.2 0.2 -0.5
H -2.0450 0.6871 -2.1881 0.6 0.0 0.2
H 4.8444 1.7749 1.8165 -0.4 0.2 0.3
H 0.6177 -0.3448 -0.6535 0.1 -0.9 -0.1
H 3.5555 2.3172 2.5379 0.4 -0.2 -0.2
N 0.7368 -0.4641 -1.6674 -0.6 1.0 0.7
S -1.7832 -0.1423 0.0957 0.2 -0.2 0.2
C -0.5231 -1.0062 -2.2119 0.0 0.7 0.5
S -2.8299 1.6239 0.4768 0.2 -0.1 0.4
H -2.6929 -0.8867 -1.9162 0.2 -0.1 -0.3
H -0.4037 -0.9750 -3.2925 -0.5 0.2 -0.1
```
Positions in Å, forces in eV/Å.

=====

Entry from OMol25: a 3-piece molecular cluster, C2H11NO2S2 overall in a non-equilibrium geometry (ωB97M-V/def2-TZVPD).

E_HOMO: -9.167 eV
Electronic energy: -1084.404768 Ha
SMILES: NCCSS.O.O

```
18
Properties=species:S:1:pos:R:3:forces:R:3
H 0.1219 0.1719 0.1744 0.4 -0.5 -0.3
C -0.1162 -2.0236 -0.0508 0.7 0.5 0.4
S -0.0576 -0.5909 2.3630 0.1 -1.0 0.7
H 2.1551 1.0460 -1.8027 0.0 0.0 0.0
O 0.1203 2.7305 -0.1197 0.2 0.2 0.7
H -0.0414 -1.3577 -1.9674 0.0 0.0 -0.1
H -1.4516 -0.4847 0.3930 0.1 0.0 0.5
H 0.5784 3.5604 0.0642 0.0 0.1 -0.4
C -0.3914 -0.6811 0.6164 -1.2 0.9 -1.1
N -0.6103 -1.9867 -1.4161 -0.2 0.1 0.2
H -0.6638 -2.7775 0.5147 0.2 -0.2 -0.1
H -1.7202 1.4375 2.8506 0.1 -0.2 0.0
H 0.7477 1.5214 -1.4272 0.2 -0.1 -0.1
S -0.3709 1.3514 2.7915 -0.1 0.6 0.2
H -0.5835 -2.9084 -1.8233 0.1 -0.1 -0.1
O 1.2263 0.8449 -1.9428 -0.2 0.0 0.0
H 0.0904 2.3422 0.7792 -0.3 -0.1 -0.4
H 0.9669 -2.1956 0.0032 -0.1 -0.4 0.1
```
Positions in Å, forces in eV/Å.

=====

Entry from OMol25: a 4-piece molecular cluster, C2H11NO3 overall in a non-equilibrium geometry (ωB97M-V/def2-TZVPD).

E_HOMO: -8.950 eV
Electronic energy: -363.155407 Ha
SMILES: C=NC.O.O.O

```
17
Properties=species:S:1:pos:R:3:forces:R:3
H 0.9775 -0.4820 -2.3160 -6.5 -4.1 3.6
H 0.3041 1.5372 0.1964 0.8 0.6 -0.3
C 1.6437 -1.1589 0.4326 -2.4 -0.2 -1.2
H 1.5183 -2.1992 0.7818 -0.4 0.6 0.4
O 1.6965 -0.0923 -2.5697 7.4 1.8 1.4
O -0.8252 2.6544 2.2810 0.6 -3.3 -1.5
H -2.0780 -1.0682 -0.6717 -0.5 -0.2 0.8
C -0.1163 0.6314 -0.1947 0.6 -3.9 2.4
H -2.3099 -2.2078 0.1895 1.8 -4.4 1.1
H 1.3794 0.1862 -3.3464 -0.9 2.3 -5.2
H -1.5368 1.9816 2.2771 0.7 0.4 0.0
N 0.3299 -0.5863 0.0735 -2.4 1.6 -2.3
H 2.0027 -0.5183 1.1904 1.9 0.5 0.5
H -1.2106 3.3743 2.6778 -1.3 2.8 1.5
H -1.1961 0.7327 -0.4860 1.1 -0.2 0.0
H 2.0813 -1.3815 -0.5584 0.9 1.1 0.7
O -2.6604 -1.4033 0.0428 -1.4 4.5 -1.8
```
Positions in Å, forces in eV/Å.

=====

Entry from OMol25: a 4-piece molecular cluster, C2H11NO3 overall in a non-equilibrium geometry (ωB97M-V/def2-TZVPD).

E_HOMO: -8.346 eV
Electronic energy: -363.239728 Ha
SMILES: C=CN.O.O.O

```
17
Properties=species:S:1:pos:R:3:forces:R:3
H -1.6867 1.3910 0.1993 0.1 0.3 0.4
O -0.0901 0.3477 -2.2057 -1.9 0.6 -0.6
H 2.8284 1.4418 -0.7403 0.0 -0.1 0.2
N -1.1852 0.6267 0.6242 -0.5 0.5 -0.6
H 0.6038 0.9578 -1.9350 0.6 -1.1 0.2
H 0.9647 -0.0645 3.1091 0.3 0.4 0.0
H 0.0413 -0.5919 -2.0894 1.1 0.1 0.2
H -1.9807 -2.4236 0.2421 -0.1 0.2 0.0
C -0.4325 0.8259 1.7574 0.1 -0.1 -0.2
H 1.8698 0.3811 -0.1626 -0.1 0.1 0.6
O 2.3550 0.6315 -0.9479 0.2 0.2 -0.6
H -0.7016 1.7050 2.3226 -0.2 -0.1 0.4
O -1.3983 -2.2229 -0.4939 0.4 -0.1 -0.4
C 0.5475 -0.0053 2.1191 -0.1 -0.3 -0.3
H 0.7848 -0.8013 1.4173 0.0 -0.2 0.3
H -1.7805 -1.4730 -0.9609 -0.3 -0.1 0.2
H -0.8051 0.0642 -0.1176 0.3 -0.2 0.2
```
Positions in Å, forces in eV/Å.

=====

Entry from OMol25: a 3-piece molecular cluster, C2H11NO3 overall in a non-equilibrium geometry (ωB97M-V/def2-TZVPD).

E_HOMO: -9.499 eV
Electronic energy: -363.259237 Ha
SMILES: CNCO.O.O

```
17
Properties=species:S:1:pos:R:3:forces:R:3
H -1.0934 1.6766 1.0835 -0.4 -0.2 -0.2
H 0.3160 -0.3561 -0.1688 0.6 0.2 0.7
H -1.8722 -0.3769 -0.8339 -0.4 0.1 0.0
H 1.8819 0.8958 -0.3946 0.2 0.1 0.1
H -1.6722 -1.4553 1.3081 -0.3 -0.3 -0.2
N -2.0692 0.1983 -0.0170 0.4 -0.2 -0.1
H 3.0873 1.8025 -0.6902 0.1 0.0 0.0
H -0.8196 1.7769 -0.6229 0.0 -0.4 -0.4
H -3.4248 -0.9333 1.0907 0.0 -0.5 0.0
C -2.3817 -0.6434 1.1497 0.3 1.0 0.0
O 0.2923 0.3675 0.5011 -0.8 -0.2 -1.3
H 1.8223 -2.1062 0.0502 -0.4 0.4 -1.0
H 2.2992 -1.1577 -1.0600 -0.4 -0.2 0.0
O 1.5395 -1.7266 -0.8169 0.9 -0.2 0.8
O 2.7466 0.9197 -0.8491 -0.3 -0.1 0.0
H -2.2735 -0.0062 2.0307 -0.1 0.0 0.0
C -0.9526 1.0577 0.1859 0.5 0.6 1.5
```
Positions in Å, forces in eV/Å.

=====

What are the energy relative to the best compared isomer or geometry (same formula, charge and spin) values for these records? In order: 0.824 0.420 1.660 1.423 0.000 3.319 2.728 0.944 0.000 3.238 0.943 0.413 eV.